DFT (ωB97M-V with the def2-TZVPD basis set) results for an isolated ion of composition C2H8N3 and charge +1 at a distorted geometry.

Last column: natural (NBO) charge in e.
Element x y z (Å)
C1 -1.3503 1.4235 -0.0479  -0.01
C2 -0.1898 -0.7105 -0.7612  -0.03
N1 -0.4300 0.4725 0.3434  -0.10
N2 1.1387 -1.1012 -0.5387  -0.87
N3 0.3677 0.1429 1.4880  -0.58
H1 -1.5506 2.1848 0.6558  0.23
H2 -1.8291 1.2211 -0.9982  0.24
H3 -0.3850 -0.0729 -1.6146  0.22
H4 -0.8474 -1.5926 -0.5697  0.25
H5 1.5719 -1.8919 -0.0266  0.43
H6 1.2829 -0.2600 1.1847  0.42
H7 1.7020 -0.7290 -1.2505  0.40
H8 0.5189 0.9132 2.1356  0.40

Results
- molecular weight (g mol⁻¹) = 74.11
- relative energy (zero: lowest compared OMol25 entry of this formula, charge and spin) (kJ/mol) = 384.4
- LUMO (hartree) = -0.178
- SMILES = C=[N+](N)CN
- HOMO (Ha) = -0.542
- E_tot (a.u.) = -244.9212
- Kohn-Sham gap (eV) = 9.905
- charge = +1

***

DFT (ωB97M-V with the def2-TZVPD basis set) results for C17H15Br4F3N2Sr as an isolated structure at a distorted geometry.

Last column: natural (NBO) charge in e.
Element x y z (Å)
C1 3.5745 1.5652 -1.7176  -0.59
C2 3.4482 0.5830 -0.5286  -0.45
C3 2.2899 -0.3652 -0.7431  -0.01
C4 2.5985 -1.6909 -1.1421  -0.42
C5 1.5902 -2.6047 -1.4040  -0.32
C6 0.2317 -2.2479 -1.3014  0.08
N1 -0.7226 -3.1918 -1.6006  -0.36
C7 -1.9373 -2.7727 -1.4873  0.08
C8 -2.2916 -1.4292 -1.0967  0.22
C9 -3.7223 -1.0734 -1.0138  -0.22
Br1 -4.4809 -0.2745 -2.5261  0.17
C10 -4.3745 -1.3316 0.1148  -0.05
C11 -3.7177 -1.9537 1.3125  -0.67
Br2 -6.2015 -0.9334 0.2935  0.16
N2 -1.3966 -0.5338 -0.8271  -0.38
C12 -0.0862 -0.9306 -0.9075  0.19
C13 0.9354 0.0182 -0.6103  0.05
C14 0.5992 1.4246 -0.1961  -0.47
C15 -0.3818 1.5393 0.9879  -0.46
C16 -0.3872 2.8948 1.7001  0.24
F1 -1.6796 3.1193 2.0714  -0.33
Br3 0.1207 4.3776 0.5728  0.09
C17 0.4721 2.8750 2.9974  0.59
F2 0.3831 1.6669 3.5742  -0.34
F3 1.7538 3.1117 2.7075  -0.32
Br4 -0.1146 4.2090 4.2947  0.08
H1 4.2794 2.3499 -1.4737  0.24
H2 3.9141 1.0092 -2.5856  0.22
H3 2.6011 1.9782 -1.9573  0.22
H4 4.3693 -0.0021 -0.5232  0.20
H5 3.3850 1.1089 0.4205  0.23
H6 3.6325 -2.0012 -1.2850  0.22
H7 1.8548 -3.6049 -1.7410  0.24
H8 -2.7385 -3.4629 -1.7145  0.23
H9 -2.9286 -1.3145 1.7027  0.22
H10 -4.4501 -2.0562 2.1049  0.26
H11 -3.3389 -2.9520 1.0989  0.22
H12 1.4862 1.9969 0.0365  0.24
H13 0.1381 1.9135 -1.0548  0.27
H14 -0.1806 0.7385 1.6967  0.21
H15 -1.3936 1.3875 0.6414  0.27
Sr1 2.8669 -3.1398 1.1086  1.94

Results
- molecular weight (g mol⁻¹) = 711.55
- LUMO (hartree) = -0.338
- HOMO (Ha) = -0.499
- E_tot (a.u.) = -11392.0763
- Kohn-Sham gap (eV) = 4.380
- charge = +2

***

DFT (ωB97M-V with the def2-TZVPD basis set) results for one molecule with the formula C2H7N5 at a distorted geometry.

Last column: natural (NBO) charge in e.
Element x y z (Å)
N1 0.1624 0.1505 0.4596  -0.34
C1 -1.0184 0.1728 -0.1728  0.57
N2 1.2865 0.7666 -0.1342  -0.64
N3 -1.1848 1.5673 -0.9167  -0.88
C2 0.4532 -1.2859 1.1542  0.28
N4 -2.0532 -0.5591 -0.1523  -0.71
N5 1.2792 -2.2141 0.8755  -0.60
H1 1.7149 0.1499 -0.8233  0.34
H2 1.9715 0.9416 0.5984  0.37
H3 -0.4814 2.1900 -0.5122  0.36
H4 -0.9045 1.4979 -1.8923  0.36
H5 -2.8256 -0.0159 -0.5508  0.38
H6 1.7375 -1.9955 -0.0158  0.33
H7 -0.1372 -1.3664 2.0828  0.19

Results
- molecular weight (g mol⁻¹) = 101.11
- relative energy (zero: lowest compared OMol25 entry of this formula, charge and spin) (kJ/mol) = 245.9
- LUMO (hartree) = 0.020
- SMILES = [H]/N=C\N(N)/C(N)=N/[H]
- HOMO (Ha) = -0.350
- E_tot (a.u.) = -354.0977
- Kohn-Sham gap (eV) = 10.069

***

DFT (ωB97M-V with the def2-TZVPD basis set) results for one molecule with the formula C4H8O2 at a distorted geometry.

Last column: natural (NBO) charge in e.
Element x y z (Å)
C1 2.0125 -0.0093 0.5406  -0.25
O1 0.6995 0.4469 0.7636  -0.53
C2 -0.1502 0.3096 -0.3575  0.00
C3 -0.7193 -1.0848 -0.6128  -0.22
O2 -2.1886 -0.5070 0.1302  -0.59
C4 -1.5464 0.7726 0.0284  -0.08
H1 2.0381 -1.0873 0.3259  0.16
H2 2.4951 0.5209 -0.2947  0.17
H3 2.5894 0.1735 1.4516  0.20
H4 0.3115 0.7988 -1.2261  0.18
H5 -0.2507 -1.8661 0.0068  0.20
H6 -1.8233 -1.0559 -1.0086  0.38
H7 -1.5603 1.2183 1.0190  0.21
H8 -2.0141 1.4406 -0.7039  0.18

Results
- molecular weight (g mol⁻¹) = 88.11
- relative energy (zero: lowest compared OMol25 entry of this formula, charge and spin) (kJ/mol) = 523.8
- LUMO (hartree) = 0.036
- SMILES = COC1COC1
- HOMO (Ha) = -0.336
- E_tot (a.u.) = -307.5129
- Kohn-Sham gap (eV) = 10.120